1.
Density functional theory data (wB97M-V/def2-TZVPD) for a 3-piece molecular cluster, C3H7O2S overall at a distorted geometry.

Last column: Löwdin charge in e.
Cartesian coordinates (Å):
O  1.82  1.86  0.17  0.049
C  0.99  1.12  -0.42  -0.413
C  0.77  -0.35  -0.03  -0.114
C  -0.36  0.61  0.25  -0.028
S  0.02  -2.44  2.17  0.040
H  0.87  1.42  -1.47  0.138
H  1.57  -0.74  0.58  0.064
H  0.48  -1.04  -0.82  0.110
H  -1.23  0.41  -0.40  0.040
H  -0.50  0.92  1.28  0.105
H  -2.54  -0.10  -2.57  -0.120
H  -0.12  -1.70  3.24  -0.419
O  -1.77  0.03  -1.99  -0.450

Summary:
E_LUMO, Ha: 0.0000
Net charge: -1
HOMO energy, eV: -3.99

=====

2.
Density functional theory data (wB97M-V/def2-TZVPD) for a 2-piece molecular cluster, C3H7O2S overall.

Last column: Löwdin charge in e.
Cartesian coordinates (Å):
C  -1.67  0.83  -1.34  -0.495
S  -2.17  -0.56  -2.41  0.554
H  -2.29  1.68  -1.66  0.007
H  -1.89  0.55  -0.32  0.006
H  -0.61  1.01  -1.45  0.003
H  -1.79  -1.53  -1.56  -0.168
O  1.37  0.01  -0.56  -0.096
C  0.92  -0.29  0.57  -0.785
O  -0.25  -0.60  0.88  -0.115
C  1.93  -0.27  1.75  -0.062
H  1.52  0.36  2.55  0.051
H  2.02  -1.28  2.15  0.051
H  2.89  0.11  1.41  0.049

Summary:
E_LUMO, Ha: 0.1300
Net charge: -1
HOMO energy, eV: -4.22

=====

3.
Density functional theory data (wB97M-V/def2-TZVPD) for a 2-piece molecular cluster, C3H7O2S2 overall at a distorted geometry.

Last column: Löwdin charge in e.
Cartesian coordinates (Å):
C  0.72  0.10  1.31  -0.209
C  1.57  0.20  -1.11  -0.297
C  0.50  -0.39  -0.20  -1.064
O  -4.10  -0.28  1.07  -0.476
O  -3.68  1.14  -1.03  -0.477
S  0.73  -2.11  -0.26  0.216
S  -3.19  0.14  -0.04  0.919
H  0.36  1.15  1.37  0.047
H  1.79  -0.23  1.70  0.092
H  0.11  -0.59  1.90  0.014
H  1.29  -0.09  -2.22  0.073
H  1.78  1.34  -0.93  0.067
H  2.62  -0.33  -0.93  0.067
H  -0.51  -0.04  -0.64  0.027

Summary:
E_LUMO (alpha / beta), Ha: 0.0490 / 0.0491
Net charge: -1
HOMO energy (alpha / beta), eV: -2.61 / -2.61

=====

4.
Density functional theory data (wB97M-V/def2-TZVPD) for a 2-piece molecular cluster, C3H7O3 overall at a distorted geometry.

Last column: Löwdin charge in e.
Cartesian coordinates (Å):
C  0.86  0.87  1.14  -0.058
C  1.70  0.85  -0.17  -0.783
O  1.99  -0.30  -0.59  -0.114
O  2.05  1.96  -0.64  -0.099
H  0.28  1.79  1.28  0.052
H  1.62  0.81  1.94  0.058
H  0.23  0.00  1.28  0.035
C  -1.81  -0.94  -0.62  -0.191
O  -0.71  -1.57  -1.26  -0.147
H  0.07  -0.99  -1.11  0.046
H  -2.71  -1.47  -0.93  0.063
H  -1.75  -1.13  0.46  0.061
H  -1.82  0.13  -0.79  0.076

Summary:
E_LUMO, Ha: 0.1437
Net charge: -1
HOMO energy, eV: -4.26

=====

We obtain E values of -666.96544; -667.23345; -1065.34105; -344.27934 Eh for the records listed above, in that order.
We obtain energy above the lowest of the compared OMol25 structures with the same formula, charge and spin values of 7.5605; 0.2676; 2.5902; 0.8403 eV for the records listed above, in that order.